# 1
The following is a quantum chemistry calculation of a molecular structure, C8H11Cl15O3, from the OMol25 dataset.

Results
Total energy in a.u.: -7439.97858
Strongest force on any atom in eV/A: 2.31
Energy above the lowest of the compared OMol25 structures with the same formula, charge and spin in kcal/mol: 25.3
Frontier orbital gap in eV: 11.191

Structure (XYZ):
```
37
Properties=species:S:1:pos:R:3:mulliken_charge:R:1
C -0.2855 16.4031 27.4937 -0.591
O -0.8229 15.3775 28.3094 -0.342
C -0.8493 14.0676 27.8877 0.705
O -0.4790 13.6369 26.7988 -0.545
O -1.2030 13.3405 28.9015 -0.342
C -1.2866 11.9245 28.8594 -0.424
H -0.7817 16.4786 26.5262 0.258
H 0.7899 16.2966 27.3510 0.291
H -0.2582 17.3512 28.0307 0.245
H -0.4187 11.4753 28.3766 0.198
H -2.1434 11.7313 28.2140 0.278
H -1.6548 11.6388 29.8447 0.279
C -0.4154 7.1350 29.4081 0.431
Cl -1.6244 7.4356 30.6577 -0.134
Cl -1.0967 6.1597 28.1653 -0.038
Cl 1.0522 6.4400 30.1105 -0.144
H -0.0950 8.0730 28.9545 -0.146
C -0.2073 10.7578 25.0924 0.339
Cl 1.2566 11.2367 24.2957 -0.110
Cl 0.0837 9.7934 26.5593 0.084
Cl -1.2217 9.8683 23.9472 -0.117
H -0.7333 11.6358 25.4671 -0.121
C 2.4659 7.5403 25.5290 0.446
Cl 1.2811 6.2235 24.9769 -0.130
Cl 4.1436 7.1756 25.0376 -0.134
Cl 2.4771 7.6350 27.2955 -0.083
H 2.1315 8.4619 25.0526 -0.136
C -3.6958 8.8567 26.1621 0.107
Cl -2.9072 7.4858 25.5082 -0.070
Cl -2.9964 8.9805 27.7612 -0.038
Cl -5.5051 8.6552 26.2932 -0.151
H -3.4701 9.7431 25.5692 0.148
C -1.5513 13.9716 23.3306 0.445
Cl 0.0182 14.8138 23.5031 -0.101
Cl -1.3856 12.6371 22.1809 -0.103
Cl -2.9957 14.9626 22.9651 -0.139
H -1.7334 13.5344 24.3123 -0.116
```

***

# 2
The following is a quantum chemistry calculation of 2 unconnected molecules or ions with the total composition CH4N3PS, from the OMol25 dataset.

Results
Total energy in a.u.: -944.25339
Strongest force on any atom in eV/A: 2.73
Energy above the lowest of the compared OMol25 structures with the same formula, charge and spin in kcal/mol: 52.3
Frontier orbital gap in eV: 7.706

Structure (XYZ):
```
10
Properties=species:S:1:pos:R:3:mulliken_charge:R:1
C 2.5413 -1.7325 0.2684 -0.092
N 3.4379 -1.2284 -0.2666 -0.421
N -0.3903 -0.2329 -1.2671 -0.485
N -0.1720 0.0578 1.1848 -0.466
P -0.1533 -1.1563 0.0831 0.653
S -1.3955 -2.6252 -0.0204 -0.299
H -0.3069 -0.5539 -2.1985 0.251
H 0.1672 0.6119 -1.1684 0.309
H 0.0007 -0.0448 2.1438 0.248
H -0.9318 0.6503 0.9245 0.302
```

***

# 3
The following is a quantum chemistry calculation of a molecular structure, C6H6OS, from the OMol25 dataset.

Results
Total energy in a.u.: -705.54123
Strongest force on any atom in eV/A: 3.45
Energy above the lowest of the compared OMol25 structures with the same formula, charge and spin in kcal/mol: 53.4
Frontier orbital gap in eV: 8.342

Structure (XYZ):
```
14
Properties=species:S:1:pos:R:3:mulliken_charge:R:1
C 1.6195 -1.5865 0.5281 -0.104
C 0.6443 -0.6276 0.1000 0.312
C 0.4945 -0.0424 -1.1318 -0.615
C -0.5400 1.0491 -0.9308 0.141
C -1.5233 0.4332 0.0593 -0.826
C -0.2912 0.2841 1.0635 -0.185
H 2.4753 -1.8658 -0.2352 0.202
H 1.1102 -0.3078 -2.0426 0.331
H -0.9820 1.7645 -1.7614 0.414
H -2.0577 -0.4764 -0.2878 0.255
H -2.3402 1.1116 0.4054 0.276
H -0.4355 0.1709 2.1202 0.537
O 1.6210 -1.8585 1.7327 -0.496
S 0.2051 1.9516 0.3804 -0.244
```

***

# 4
The following is a quantum chemistry calculation of a single C5H7N molecule, from the OMol25 dataset.

Results
Total energy in a.u.: -249.44456
Strongest force on any atom in eV/A: 1.41
Energy above the lowest of the compared OMol25 structures with the same formula, charge and spin in kcal/mol: 18.0
Frontier orbital gap in eV: 9.380
SMILES string: Cc1ccc[nH]1

Structure (XYZ):
```
13
Properties=species:S:1:pos:R:3:mulliken_charge:R:1
C 1.9238 -0.0751 -0.1623 -1.025
C 0.4447 0.0719 0.0020 0.286
C -0.3958 1.1363 0.0039 -0.597
C -1.7407 0.6192 -0.0385 -0.262
C -1.6599 -0.7354 -0.0008 -0.517
N -0.3119 -1.1161 0.0309 -0.295
H 2.2552 -1.0860 0.1019 0.315
H 2.1754 0.0659 -1.2196 0.225
H 2.4947 0.6483 0.4212 0.333
H -0.1005 2.1752 0.0276 0.419
H -2.6476 1.2075 -0.0911 0.397
H -2.4388 -1.4887 -0.0293 0.404
H 0.0016 -1.4230 0.9540 0.316
```

***

# 5
The following is a quantum chemistry calculation of a single C2H3FO molecule, from the OMol25 dataset.

Results
Total energy in a.u.: -253.06055
Strongest force on any atom in eV/A: 11.17
Energy above the lowest of the compared OMol25 structures with the same formula, charge and spin in kcal/mol: 41.8
Frontier orbital gap in eV: 10.915
SMILES string: CC(=O)F

Structure (XYZ):
```
7
Properties=species:S:1:pos:R:3:mulliken_charge:R:1
C -0.1108 0.5467 0.3582 -0.696
C 0.1815 -0.6185 -0.4818 0.603
O 1.0670 -1.6192 -0.0023 -0.528
F -0.4478 -0.9036 -1.5593 -0.172
H -1.1818 0.4560 0.6874 0.237
H 0.5597 0.5533 1.1647 0.276
H -0.0677 1.5852 -0.1669 0.280
```

***

# 6
The following is a quantum chemistry calculation of a single C6H12 molecule, from the OMol25 dataset.

Results
Total energy in a.u.: -235.75212
Strongest force on any atom in eV/A: 1.03
Energy above the lowest of the compared OMol25 structures with the same formula, charge and spin in kcal/mol: 41.5
Frontier orbital gap in eV: 11.205
SMILES string: CCCC1CC1

Structure (XYZ):
```
18
Properties=species:S:1:pos:R:3:mulliken_charge:R:1
C 0.4268 -1.0829 2.2580 -1.399
C 0.6647 -0.2440 1.0030 -0.306
C -0.5902 0.5923 0.5217 -0.754
C -0.8111 0.8032 -0.9804 -0.005
C 0.1885 0.1883 -1.9072 -0.518
C -1.2050 -0.3813 -1.8081 -0.636
H 0.1687 -0.5285 3.1656 0.318
H 1.3345 -1.6643 2.4807 0.361
H -0.3887 -1.7713 2.0237 0.347
H 1.0015 -1.0276 0.3070 0.220
H 1.5718 0.3552 1.1732 0.332
H -1.5103 0.0882 0.8542 0.331
H -0.5542 1.5942 0.9740 0.393
H -1.1864 1.7651 -1.3327 0.417
H 0.9361 -0.4369 -1.4657 0.123
H 0.6008 0.9031 -2.6062 0.281
H -1.2373 -1.2170 -1.1097 0.198
H -1.9221 -0.4744 -2.6324 0.298
```